Record 1
C27H54Cl18O18 | ωB97M-V/def2-TZVPD

Results
- lowest unoccupied orbital energy (eV) = 0.1928
- spin multiplicity = 1
- gap between HOMO and LUMO (eV) = 10.72

The geometry in XYZ format:
```
117
C27H54Cl18O18 ωB97M-V/def2-TZVPD
C 8.10189 -5.37680 -5.01850
O 9.16649 -5.78997 -4.17408
C 10.08705 -4.96497 -3.78606
O 10.28930 -3.81738 -4.10366
O 10.80410 -5.67084 -2.92114
C 12.07133 -5.31323 -2.47895
H 7.53134 -4.54576 -4.60385
H 7.47637 -6.22494 -5.29685
H 8.60568 -4.97108 -5.89583
H 12.53920 -6.06280 -1.84070
H 12.05973 -4.35362 -1.96213
H 12.85197 -5.29173 -3.23937
C 9.13250 -15.21272 -1.11946
O 9.47502 -16.12700 -2.15583
C 10.69733 -16.65069 -2.21402
O 11.61071 -16.45265 -1.38262
O 10.83539 -17.20886 -3.38251
C 12.12235 -17.62533 -3.80410
H 9.59263 -15.54526 -0.18898
H 8.06509 -15.13823 -0.91164
H 9.46166 -14.19116 -1.30962
H 12.52765 -18.44773 -3.21461
H 12.86669 -16.83907 -3.67819
H 12.09292 -17.91501 -4.85449
C 10.80132 -7.30067 8.39538
O 10.94583 -6.79910 7.08551
C 10.87728 -7.62469 5.99698
O 10.39271 -8.76106 5.96710
O 11.18572 -6.90888 4.96824
C 11.15443 -7.41282 3.66985
H 10.48760 -6.52242 9.09107
H 11.72632 -7.70071 8.81064
H 10.07790 -8.11242 8.47179
H 11.25875 -8.49501 3.59176
H 12.03065 -7.05658 3.12815
H 10.28453 -7.18560 3.05360
C 7.08542 -5.57587 0.47208
O 8.33193 -4.95179 0.68512
C 8.63402 -3.99101 -0.28369
O 8.01200 -3.71132 -1.32760
O 9.80462 -3.49176 0.10550
C 10.49094 -2.49274 -0.60553
H 6.75301 -5.82344 -0.53604
H 6.28806 -4.93881 0.85480
H 7.15531 -6.36533 1.22040
H 10.00520 -1.53535 -0.41694
H 10.46890 -2.62465 -1.68730
H 11.53902 -2.52943 -0.30844
C 2.92182 -4.19440 -1.43703
O 2.50403 -5.43439 -0.87791
C 3.39185 -6.49315 -1.01728
O 4.44094 -6.57029 -1.60903
O 2.98700 -7.47507 -0.17502
C 3.65205 -8.75589 -0.17587
H 2.17815 -3.43341 -1.20051
H 2.88113 -4.22984 -2.52570
H 3.87525 -3.92122 -0.98488
H 3.24424 -9.46001 -0.90113
H 3.57766 -9.24799 0.79388
H 4.72970 -8.62838 -0.27835
C 3.34338 -6.07573 -4.69596
O 3.31546 -4.63050 -4.87654
C 3.77751 -4.07164 -6.06452
O 4.20629 -4.72812 -7.02000
O 3.59303 -2.74541 -6.06375
C 4.03784 -1.99555 -7.12850
H 4.35955 -6.44156 -4.54877
H 2.98790 -6.55207 -5.60964
H 2.67647 -6.27443 -3.85701
H 5.07791 -2.20218 -7.38081
H 3.97599 -0.92383 -6.93959
H 3.37129 -2.19429 -7.96775
C 3.95581 -10.78340 -3.62248
Cl 4.61629 -9.19531 -4.00231
Cl 5.09558 -11.93088 -2.95668
H 3.20296 -10.56592 -2.86483
H 3.40636 -11.19919 -4.46708
C 4.50629 -8.62893 -7.64288
Cl 5.75787 -9.80910 -8.07891
Cl 3.95512 -7.79251 -9.13991
H 3.65852 -9.09200 -7.13795
H 5.00652 -7.94883 -6.95342
C 5.33478 -14.05520 0.68859
Cl 4.77525 -13.43967 2.21206
Cl 6.69313 -13.10405 0.03751
H 5.66152 -15.08951 0.79596
H 4.59629 -14.02086 -0.11237
C 15.39989 -10.70289 -3.52997
Cl 14.27627 -9.47325 -2.83973
Cl 16.79048 -9.77909 -4.07443
H 15.77658 -11.30884 -2.70596
H 14.87402 -11.30800 -4.26849
C 10.17536 -9.17501 -6.79490
Cl 8.84128 -9.89995 -5.90511
Cl 11.10214 -8.03448 -5.72334
H 10.83593 -9.95385 -7.17588
H 9.79567 -8.58433 -7.62859
C 8.26572 -8.52181 -1.95430
Cl 7.43346 -9.66088 -0.87134
Cl 9.91429 -9.07750 -2.15588
H 7.70165 -8.46823 -2.88545
H 8.28013 -7.54990 -1.46104
C 6.39754 -10.51613 3.36307
Cl 4.70897 -9.97874 2.94787
Cl 7.56834 -9.23062 3.58018
H 6.30391 -11.11505 4.26897
H 6.71367 -11.17059 2.55077
C 11.36682 -12.00000 -2.92287
Cl 12.89562 -12.80522 -2.50300
Cl 10.11672 -13.14782 -3.42644
H 10.96705 -11.43900 -2.07814
H 11.52592 -11.41186 -3.82668
C 14.65679 -8.97645 1.16682
Cl 15.88914 -7.66658 1.28638
Cl 13.30325 -8.56272 0.12185
H 15.08965 -9.93304 0.87412
H 14.32081 -9.19992 2.17938
```

Record 2
C27H54INO13 | ωB97M-V/def2-TZVPD

Results
- lowest unoccupied orbital energy (eV) = 0.4286
- spin multiplicity = 1
- structure (SMILES) = CC(C)=N[C@@H](O)OCCOCI.CCOC(C)=O.CCOC(C)=O.CCOC(C)=O.CCOC(C)=O.CCOC(C)=O
- gap between HOMO and LUMO (eV) = 8.10

The geometry in XYZ format:
```
96
C27H54INO13 ωB97M-V/def2-TZVPD
C -2.08240 -0.86717 1.60546
C -1.05647 -0.56076 0.54602
C -1.60719 -0.35467 -0.83659
N 0.20046 -0.48959 0.77132
C 0.92094 -1.66019 1.20778
O 1.19938 -2.47810 0.09942
O 2.10425 -1.36361 1.87435
C 2.75644 -0.17411 1.47630
C 3.20532 -0.18587 0.01658
O 3.46312 1.16695 -0.41148
C 4.77700 1.48770 -0.59198
I 5.79906 2.12007 1.22290
H -1.68788 -0.76558 2.60773
H -2.50544 -1.86376 1.46014
H -2.90827 -0.16928 1.47965
H -2.67771 -0.54704 -0.85506
H -1.40755 0.65685 -1.18681
H -1.12122 -1.05554 -1.51429
H 0.30110 -2.24511 1.90252
H 0.41162 -3.02493 -0.04361
H 2.18520 0.72664 1.69894
H 3.65045 -0.11565 2.09338
H 2.44273 -0.60104 -0.62947
H 4.13849 -0.74627 -0.03997
H 4.80062 2.36108 -1.23382
H 5.34405 0.70381 -1.09151
O -0.65990 -3.97524 -1.28627
C -1.14091 -4.91553 -1.86582
O -1.02106 -4.96902 -3.19748
C -1.40207 -6.10899 -3.97620
C -2.87826 -6.09908 -4.31233
C -1.93056 -5.97336 -1.13340
H -1.09449 -7.03106 -3.48145
H -0.81405 -6.03184 -4.88846
H -3.49729 -6.15187 -3.41654
H -3.12740 -6.94512 -4.95275
H -3.13793 -5.17744 -4.83263
H -2.94528 -5.60639 -0.98437
H -1.46754 -6.13039 -0.16247
H -1.96896 -6.93422 -1.63950
O -3.65641 -0.06908 4.08475
C -4.22455 0.96504 4.31882
O -5.24559 1.33062 3.52247
C -6.10160 2.44837 3.79806
C -5.50292 3.74756 3.29784
C -3.76638 1.88987 5.41978
H -6.36550 2.50043 4.85538
H -7.02148 2.23641 3.25476
H -4.56651 3.98096 3.80579
H -6.19857 4.57203 3.46132
H -5.28447 3.68071 2.23142
H -2.93196 2.48363 5.04627
H -3.42011 1.27994 6.25015
H -4.54106 2.54883 5.79910
O 7.03023 3.87887 -7.00425
C 6.13209 3.27417 -6.48705
O 6.21920 2.98117 -5.17326
C 5.13748 2.41974 -4.42606
C 5.08958 0.91142 -4.56118
C 4.95056 2.77145 -7.28583
H 4.19235 2.89380 -4.69468
H 5.33417 2.68665 -3.38942
H 4.91624 0.60707 -5.59269
H 4.29589 0.49092 -3.94151
H 6.04137 0.47521 -4.25497
H 5.23223 1.83809 -7.77135
H 4.72133 3.51036 -8.04929
H 4.04828 2.61003 -6.70160
O -6.52363 2.89532 7.01561
C -7.10732 3.92935 7.21282
O -8.11655 4.25929 6.38834
C -8.98516 5.37480 6.61786
C -8.39972 6.66798 6.09102
C -6.67980 4.88501 8.30048
H -9.25409 5.43990 7.67275
H -9.89796 5.13415 6.07634
H -7.46999 6.92679 6.59796
H -9.10498 7.48774 6.22699
H -8.17475 6.57284 5.02872
H -5.84646 5.48110 7.93033
H -6.34193 4.29905 9.15125
H -7.46647 5.54903 8.64866
O 5.14851 -2.88297 -5.33732
C 5.95296 -3.04020 -4.46030
O 7.24271 -2.72146 -4.69032
C 8.23809 -2.69951 -3.66357
C 8.83141 -4.07058 -3.41570
C 5.55891 -3.65085 -3.13320
H 7.84078 -2.25001 -2.75206
H 9.00834 -2.02577 -4.03489
H 8.08024 -4.77735 -3.06305
H 9.62567 -4.01274 -2.67119
H 9.24624 -4.47150 -4.34039
H 5.53815 -4.73441 -3.24082
H 4.55967 -3.30221 -2.88349
H 6.21182 -3.38709 -2.30488
```

Record 3
C27H54O11 | ωB97M-V/def2-TZVPD

Results
- lowest unoccupied orbital energy (eV) = -0.1829
- spin multiplicity = 1
- energy above the lowest of the compared OMol25 structures with the same formula, charge and spin (kJ/mol) = 929.9
- gap between HOMO and LUMO (eV) = 9.22

The geometry in XYZ format:
```
92
C27H54O11 ωB97M-V/def2-TZVPD
O 2.52168 4.55415 3.68040
C 1.44003 4.76918 3.10810
O 0.28263 4.43319 3.56309
C -0.00622 3.56584 4.67090
C -1.56008 3.30491 4.70171
C 1.36130 5.67001 2.01938
H 0.43363 4.04968 5.44171
H 0.71926 2.74381 4.52619
H -1.58296 2.67358 5.58671
H -2.06963 2.86568 3.72506
H -2.01674 4.43712 4.79014
H 1.60431 6.76122 2.05633
H 0.41014 5.78380 1.42195
H 1.76204 5.30923 1.00180
O 1.32177 -4.50926 -3.75878
C 1.59379 -4.09366 -2.62897
O 1.07855 -3.16409 -1.90366
C -0.07791 -2.57753 -2.46251
C -0.63323 -1.37634 -1.47733
C 2.78601 -4.78649 -1.83258
H -0.86161 -3.29786 -2.71383
H 0.15615 -2.10453 -3.38557
H -1.54204 -0.91866 -1.84232
H 0.18082 -0.57110 -1.25735
H -1.05154 -1.90994 -0.54677
H 3.61511 -4.06172 -1.57452
H 3.04187 -5.66362 -2.37677
H 2.42122 -5.25993 -0.92029
O -4.04460 -1.97205 -1.96050
C -4.64482 -0.91291 -1.85104
O -4.82259 -0.14018 -0.82675
C -4.05198 -0.52914 0.42458
C -4.46112 0.53230 1.46293
C -5.43639 -0.28288 -3.09298
H -2.92295 -0.74277 0.10742
H -4.64079 -1.66775 0.81727
H -5.51777 0.61168 1.78242
H -4.16981 1.59030 1.22628
H -3.94344 0.22007 2.56796
H -5.86749 0.66608 -2.88239
H -6.00926 -1.18132 -3.28615
H -4.71555 -0.26684 -3.61507
C -1.36767 2.61778 0.28127
C -0.33113 1.49779 0.67393
O -0.70037 0.32541 1.09950
C 1.19809 1.71469 0.49563
H -1.31645 3.54366 1.02499
H -2.28812 2.22850 0.27091
H -1.27931 2.98053 -0.76224
H 1.67253 2.26937 1.35005
H 1.40701 2.06221 -0.53161
H 1.60789 0.67270 0.52804
C -0.42277 1.64374 -3.18971
C -0.48876 1.02519 -4.58391
O 0.52886 1.06064 -5.46008
C -1.79728 0.48100 -5.01422
H -1.11888 1.30350 -2.55999
H -0.86417 2.86790 -3.17380
H 0.50412 1.65328 -2.80758
H -1.89509 -0.56775 -4.66530
H -1.93239 0.16993 -6.07746
H -2.72395 1.22484 -4.61439
C 2.81189 -0.59946 -3.21905
C 3.46208 0.74436 -3.17213
O 3.54264 1.46849 -1.99958
C 4.25806 1.26737 -4.49416
H 2.38449 -0.94621 -2.15764
H 3.60478 -1.41228 -3.43826
H 2.05199 -0.57670 -3.95943
H 3.57515 1.45309 -5.31704
H 5.04901 0.69368 -4.51088
H 4.60408 2.24067 -4.15080
C 3.55286 -2.24326 1.43209
C 3.55173 -3.09325 2.69948
O 2.62628 -2.95959 3.54678
C 4.55415 -4.17762 2.94290
H 2.75596 -1.56339 1.58952
H 3.45323 -2.94691 0.60924
H 4.53276 -1.91291 1.43560
H 4.63996 -4.77143 1.99613
H 4.16594 -5.00134 3.84939
H 5.57497 -3.68792 3.26574
C -2.27777 -2.08917 3.18436
C -1.60268 -1.36549 4.32602
O -2.35347 -1.01072 5.42995
C -0.09353 -0.95246 4.12305
H -3.41815 -2.31302 3.39960
H -1.90594 -3.09566 3.26775
H -2.09789 -1.73099 2.27701
H -0.12620 -0.04238 3.62996
H 0.53963 -1.73805 3.48671
H 0.11201 -0.96359 5.15747
```

Record 4
C27H54O27 | ωB97M-V/def2-TZVPD

Results
- lowest unoccupied orbital energy (eV) = 0.4076
- spin multiplicity = 1
- structure (SMILES) = COC(=O)OC.COC(=O)OC.COC(=O)OC.COC(=O)OC.COC(=O)OC.COC(=O)OC.COC(=O)OC.COC(=O)OC.COC(=O)OC
- energy above the lowest of the compared OMol25 structures with the same formula, charge and spin (kJ/mol) = 474.7
- gap between HOMO and LUMO (eV) = 11.08

The geometry in XYZ format:
```
108
C27H54O27 ωB97M-V/def2-TZVPD
C 0.54675 -1.17162 -0.47366
O 0.68536 0.15356 -0.21113
C 0.23232 0.64918 0.99687
O -0.42264 -0.03811 1.77164
O 0.53822 1.97281 1.10083
C 0.03031 2.78792 2.09325
H -0.42826 -1.65871 -0.45905
H 1.23087 -1.70007 0.19029
H 0.95877 -1.37656 -1.46176
H 0.46055 2.44044 3.03253
H -1.05831 2.79061 2.14791
H 0.32015 3.80520 1.83012
C -3.33120 -3.65348 -2.51084
O -2.81131 -2.78232 -3.59616
C -1.41398 -2.52264 -3.62135
O -0.63052 -2.81893 -2.71528
O -1.02339 -1.86294 -4.85362
C -1.86536 -1.76409 -5.99763
H -3.80336 -4.49974 -3.00985
H -4.02008 -3.08272 -1.88812
H -2.48423 -3.96821 -1.90118
H -2.86931 -1.38538 -5.80593
H -1.96983 -2.68724 -6.56771
H -1.33803 -1.08028 -6.66279
C 2.37382 -3.65976 -4.06180
O 2.97872 -4.93092 -4.09828
C 3.75923 -5.22676 -5.12605
O 4.49808 -4.43039 -5.75042
O 3.77102 -6.60217 -5.17030
C 4.77616 -7.22229 -5.94970
H 2.18972 -3.46705 -3.00489
H 1.42375 -3.66301 -4.59608
H 3.02879 -2.85636 -4.39894
H 5.09987 -6.75674 -6.88061
H 4.43390 -8.19243 -6.30996
H 5.57246 -7.17739 -5.20675
C 1.02060 5.50484 -1.50704
O 2.40714 5.25052 -1.32597
C 3.29348 4.93467 -2.37212
O 2.99625 4.84157 -3.52743
O 4.50302 4.79727 -1.81373
C 5.58151 4.36139 -2.65286
H 0.57939 4.91072 -2.30733
H 0.86131 6.57470 -1.64160
H 0.45517 5.25556 -0.60913
H 6.51204 4.13340 -2.13303
H 5.76609 5.17928 -3.34935
H 5.34630 3.49585 -3.27222
C -2.43978 0.95133 -1.85013
O -1.88194 2.02581 -1.12639
C -2.57893 3.11948 -0.78790
O -3.75372 3.31611 -0.97274
O -1.74604 4.05531 -0.30307
C -2.17518 5.35928 0.17000
H -1.95208 -0.01271 -1.70564
H -2.38473 1.21261 -2.90692
H -3.50390 0.79123 -1.67659
H -1.41359 5.77864 0.82743
H -3.13920 5.34726 0.67855
H -2.24243 6.08744 -0.63831
C -0.76297 -3.01783 3.55285
O -1.76026 -3.93463 3.08185
C -1.47545 -4.95530 2.26549
O -0.38504 -5.29382 1.87092
O -2.70875 -5.50861 1.96521
C -2.85201 -6.38776 0.81885
H -1.30251 -2.19771 4.02655
H -0.10097 -2.73905 2.73302
H -0.15594 -3.48735 4.32691
H -1.98038 -7.03835 0.74746
H -2.95747 -5.65058 0.02288
H -3.64901 -7.07545 1.10164
C 0.36322 0.97988 5.72756
O -0.82461 0.29165 5.25612
C -1.84961 0.30540 6.04366
O -1.85363 0.80426 7.19179
O -2.86538 -0.42381 5.49873
C -4.02225 -0.69698 6.20080
H 0.98324 0.25209 6.25102
H 0.17906 1.88973 6.29883
H 0.95412 1.29505 4.86755
H -3.76753 -1.08630 7.18652
H -4.59251 -1.50527 5.74300
H -4.53431 0.18976 6.57443
C -6.40333 4.64045 5.71360
O -5.20032 4.04380 5.20388
C -5.08872 3.29812 4.06095
O -5.99616 3.08385 3.18956
O -3.83756 2.75014 4.04317
C -3.55306 1.87168 3.02792
H -6.24093 5.65810 6.06874
H -6.63076 3.97835 6.54906
H -7.17267 4.54954 4.94682
H -3.68525 2.25880 2.01760
H -4.15435 0.97474 3.17646
H -2.58828 1.41008 3.23822
C 8.06809 0.51742 -0.01589
O 6.81011 1.10064 -0.29047
C 6.22054 0.69199 -1.46093
O 6.60681 -0.09022 -2.31394
O 5.01836 1.25136 -1.39837
C 3.98979 0.61284 -2.21574
H 8.22072 -0.55886 -0.09613
H 8.25508 0.76036 1.03011
H 8.83994 1.03601 -0.58457
H 3.18811 1.33843 -2.35334
H 3.47212 -0.20062 -1.70740
H 4.23284 0.38079 -3.25265
```